1.
This record from the Open Molecules 2025 dataset describes 3 unconnected molecules or ions with the total composition C16H35N2O5P in a non-equilibrium geometry. The level of theory is ωB97M-V with the def2-TZVPD basis set.

CARTESIAN COORDINATES (ANGSTROEM)
H 0.77962 -2.04200 8.06506
C -0.83842 1.08782 -5.97822
H -0.50078 0.36086 -2.94938
H -1.19133 1.30123 -8.12538
C -1.53240 -1.13679 -5.88331
H 2.30825 -2.47131 3.37557
C 0.00392 -0.25876 7.10425
C -0.71456 0.01069 -0.72227
O -2.18909 1.50070 1.44843
C 1.69491 -1.29299 0.49952
H 0.58167 2.47590 -2.97506
H 2.02042 -0.81732 7.72554
H -2.89257 -0.21428 -7.27251
H -0.72060 -1.87062 -5.93114
H 1.08954 -0.10872 -2.12427
H -1.37423 -0.20610 5.39894
C 0.13576 0.52072 -2.01838
H -2.21610 2.79633 -0.74408
H 0.43897 0.68308 6.75438
H -1.79154 0.36732 -0.83763
H 0.12349 1.54720 -5.73865
H -1.45168 -1.66914 6.39461
H 1.23125 -2.02164 -0.26724
H -0.02539 -2.46610 4.65342
H 2.83422 1.74404 -2.00232
H -1.77356 -1.34888 -8.04574
N -0.00184 0.54149 0.47988
N 2.33756 -2.90599 2.44345
C 2.83684 -1.95034 1.40810
O -1.07279 -0.02437 -5.10272
H 2.17379 1.89056 -0.21997
C 0.54049 -0.53332 1.36611
C -1.86688 -0.59741 -7.26006
H -1.62999 1.82440 -5.80390
H 2.33375 3.37106 -1.29791
O -0.14628 2.54370 1.65178
C -0.77889 -0.90869 5.98466
H 3.36957 -1.09424 1.96426
P -3.06147 2.53425 0.40156
H 2.18571 -0.46644 -0.14152
H 0.98088 -0.07916 2.31414
H -0.75978 -1.14292 -0.75841
C 0.58227 2.07134 -1.89244
H 0.74342 -0.87801 4.44127
C 0.31932 -1.57085 5.17651
O -3.51074 3.85906 1.01980
O 1.35929 -1.92114 6.09836
H 1.42459 -3.30115 2.17877
H -0.13328 2.70423 -1.26985
H -0.59223 -0.04932 7.99388
C -0.77901 1.54401 1.21233
C -0.88951 0.54934 -7.39446
C 2.07946 2.24964 -1.30837
H 3.57720 -2.47744 0.70070
H -2.39181 -1.59971 -5.39332
H -4.21345 1.81339 -0.05155
H 0.09426 0.16596 -7.68421
C 1.10139 -1.27503 7.35263
H -0.24158 -1.35810 1.58639

Forces on the atoms, in the same order (eV/Å):
0.0 0.1 0.1
-0.1 0.2 0.3
0.9 0.2 1.2
0.0 0.0 0.1
0.2 -0.2 0.2
-0.3 -0.4 -0.8
0.1 0.4 0.1
0.8 -0.3 -1.9
0.5 0.3 -2.7
0.4 1.1 0.0
0.0 -0.4 1.8
0.0 -0.1 -0.1
0.1 -0.1 0.0
-0.1 -0.1 0.0
-1.4 0.8 0.2
0.1 -0.1 0.0
-0.4 0.2 0.5
-0.3 -0.7 0.8
0.0 0.0 0.1
1.4 -0.3 0.4
-0.1 -0.1 0.1
0.0 0.1 -0.1
0.7 0.9 1.5
0.1 0.0 0.0
-1.0 0.5 1.1
0.0 0.0 0.1
-3.2 -0.3 1.2
0.0 0.6 -0.5
-0.3 0.5 -0.4
-0.1 0.0 -0.4
-0.2 0.4 -1.8
0.9 -1.6 -0.8
-0.4 -0.1 -0.1
0.0 0.1 -0.1
-0.3 -1.6 0.0
-2.7 -3.8 -1.3
-0.4 -0.2 -0.1
-0.6 -1.3 -1.0
-0.7 3.4 2.0
-0.6 -1.3 1.0
-0.7 -0.6 -1.3
0.1 1.8 0.4
0.8 -0.5 -0.6
-0.1 0.0 -0.1
0.2 0.0 -0.1
1.0 -3.2 -1.3
-0.2 0.2 0.0
0.7 0.4 0.4
0.9 -0.9 -0.9
0.1 0.0 -0.1
3.5 3.6 1.5
0.4 0.1 -0.2
-0.5 0.7 0.0
-1.0 0.8 1.1
0.1 0.1 0.1
0.9 -0.3 0.3
-0.1 0.1 0.0
0.1 -0.3 0.2
0.9 1.5 0.1

Its SMILES is CCCCN(CCCN)C(=O)O[PH2]=O.C1CCOC1.C1CCOC1. The calculation puts the LUMO energy at 0.51 eV. The calculation puts the molecular weight at 366.439 u. For the HOMO-LUMO gap, the calculation gives 9.620 eV. As for the energy: -1457.60021 Ha. Its HOMO energy is -0.335 Ha.

Here are the Löwdin charges for atoms 1 to 6, given in e: 0.118 -0.204 0.084 0.116 -0.200 0.049

***

2.
This record from the Open Molecules 2025 dataset describes 3 unconnected molecules or ions with the total composition C16H35N2O8P3S in a non-equilibrium geometry. The level of theory is ωB97M-V with the def2-TZVPD basis set.

CARTESIAN COORDINATES (ANGSTROEM)
H 3.13218 1.53631 4.55415
C -6.39748 -1.47388 -3.88778
H -0.36659 2.56333 -2.40157
H 4.26875 0.63222 -0.29433
O 2.53011 -0.09477 -3.61854
H 4.20830 1.25313 6.84629
H 4.44373 0.35823 4.58322
H 1.57647 -0.16354 1.40399
H 0.07924 -0.75849 -4.33975
O 0.85570 -1.47680 5.70285
H 2.81389 1.59348 -0.00706
O 3.47747 1.76277 -2.68548
C 1.11466 4.13276 -2.24134
H 3.63902 -0.42686 6.85849
H 1.21859 -1.74397 0.75077
H -0.99412 0.12060 8.06468
O 1.30079 2.08047 -3.53419
C -7.31183 -1.90717 -2.76382
H 4.38161 2.17934 0.56436
H -0.32872 0.85453 6.59985
H -6.63358 -0.53953 -5.83520
H 1.94622 4.53763 -2.81922
H -0.87767 -0.28732 2.42830
P 0.95709 -0.28345 4.51423
H -8.23478 -0.88660 -4.99455
C -0.19471 -1.11901 2.25159
S -3.29809 -1.66149 -3.69747
H -0.02853 -2.07855 7.43181
C 4.11509 2.37236 -1.56279
H 2.82851 -2.06552 -4.04520
C 0.37926 -1.15696 7.01024
H 2.47673 0.90428 6.85470
C 2.03559 -1.43193 -3.64203
H 0.30663 -2.51363 -4.35395
H -5.97514 -0.49201 -3.60070
H 1.84070 -1.78550 -2.62870
C 0.75708 -0.82023 1.10842
P 1.99016 0.98459 -2.50077
N -7.41370 -3.53695 -6.52085
H 1.07886 -1.48675 -5.57295
C 3.44462 0.57177 6.46598
O 0.51025 -1.45021 3.44801
C -7.38301 -2.53250 -6.02758
H -5.14748 -3.74382 -3.25973
O 2.59894 -0.46319 4.43373
C 0.39612 3.04557 -3.01980
O 0.74307 0.24777 -2.08170
H 0.22602 -0.35791 0.27499
H 1.51754 3.73343 -1.30498
C 3.43517 0.56183 4.94818
H -0.81373 -1.97922 1.98943
N -7.98722 -2.22546 -1.92974
H -4.81677 -3.11151 -5.45457
H -0.10976 3.49177 -3.87819
C -0.68949 -0.08439 7.03751
H 0.43249 4.94737 -1.98988
O 0.77276 0.92551 3.63415
P -4.93645 -2.63051 -4.12729
H 3.79761 3.41617 -1.49056
C 3.88237 1.65280 -0.25019
H 1.22499 -0.87323 7.64273
H 5.18627 2.38759 -1.77755
C 0.80163 -1.55438 -4.51815
H -1.56757 -0.39857 6.46935
C -7.21587 -1.25181 -5.21386

Forces on the atoms, in the same order (eV/Å):
0.0 0.0 0.0
-1.5 -0.4 0.1
0.0 0.0 0.0
0.0 0.0 0.0
0.7 0.2 0.9
0.0 0.0 0.0
-0.1 -0.1 -0.1
-0.2 0.1 0.2
0.0 0.0 0.3
-1.6 3.0 0.6
0.0 0.1 0.0
-0.9 -0.7 3.3
0.0 0.0 0.1
0.0 0.0 0.0
-0.1 0.0 0.0
0.0 0.0 0.0
0.2 0.2 0.8
3.3 1.3 -4.0
0.0 0.0 0.0
0.0 0.0 0.1
-0.6 -0.3 0.3
0.0 0.0 -0.1
0.1 0.1 0.0
3.7 -4.6 -5.6
0.6 0.1 -0.1
0.1 0.2 -0.4
-0.2 -0.1 0.0
0.1 0.0 -0.2
0.5 0.5 0.2
0.1 0.2 0.0
0.0 -0.2 0.7
0.0 0.0 0.0
-0.4 -0.2 -0.1
0.0 0.0 0.0
0.1 -0.7 -0.1
-0.1 0.1 0.0
0.1 -0.1 -0.2
-1.4 -1.1 -8.4
-0.2 -3.4 -1.9
0.0 0.0 0.0
-0.1 0.1 0.1
-0.5 0.2 0.9
0.5 4.6 3.0
-0.4 0.3 -0.6
-0.5 0.4 0.6
-0.2 0.2 -0.1
1.5 1.2 3.5
0.0 -0.1 0.0
0.0 0.0 0.0
0.3 0.1 0.0
0.1 -0.1 0.2
-2.3 -1.1 2.9
-0.9 -0.1 0.4
0.1 -0.1 -0.1
0.0 0.0 -0.2
0.0 0.0 0.0
-1.5 1.0 3.4
1.8 0.7 0.9
-0.1 0.0 0.0
-0.1 -0.2 -0.1
0.0 0.1 0.0
-0.1 -0.1 -0.1
0.0 0.0 -0.3
0.0 0.0 0.0
0.0 -0.9 -0.8

Its SMILES is N#CC[C@@H](C#N)[PH2]=S.CCOP(=O)(OCC)OCC.CCOP(=O)(OCC)OCC. The calculation puts the LUMO energy at -0.54 eV. The calculation puts the molecular weight at 508.451 u. For the HOMO-LUMO gap, the calculation gives 8.542 eV. As for the energy: -2764.28178 Ha. Its HOMO energy is -0.334 Ha.

Here are the Löwdin charges for atoms 1 to 6, given in e: 0.108 -0.454 0.109 0.090 -0.214 0.079

***

3.
This record from the Open Molecules 2025 dataset describes 2 unconnected molecules or ions with the total composition C16H35NO5P in a non-equilibrium geometry. The level of theory is ωB97M-V with the def2-TZVPD basis set.

CARTESIAN COORDINATES (ANGSTROEM)
H -4.87667 -2.75068 4.43776
H -3.84554 -1.13668 0.70592
H -1.90991 -0.34348 -2.50320
C -1.83301 -1.62367 3.80100
N 0.54556 2.29955 -3.33847
H 1.97061 2.30675 -1.80173
H -1.22308 -2.51981 3.92041
H 2.77144 5.16092 -2.45478
C 3.44067 4.35322 -2.68870
H -0.84687 -0.83732 2.07361
O 5.18885 3.06374 -1.52655
H -4.17092 -5.00712 4.32090
O 3.53620 3.98305 -0.40632
H -0.77584 -0.17941 -3.83395
H 1.11315 -0.70401 -2.17192
C -3.38540 -4.24967 4.45049
C 0.10611 -1.09408 -2.10563
H 3.97176 1.39341 -1.28799
H -1.98098 2.20339 0.12834
H 6.09962 -0.10578 -1.40107
H -4.05464 -2.89960 2.89438
H -2.89456 1.99644 -2.32009
C -1.85610 -1.15736 2.36179
C -1.38542 -5.49763 4.43174
O -3.12071 -1.79448 4.38786
C 1.95523 2.21979 -2.89168
H -3.24859 3.27878 -0.40877
H -0.14427 -1.14643 -1.05057
P -0.42199 1.61481 -2.15970
C -2.02194 2.57632 -2.02104
H 6.86154 1.41154 -1.97113
C -0.86919 -0.10983 -2.75197
H -3.13831 -4.17976 5.51711
H 2.35873 1.24409 -3.21660
O -2.24833 -2.20625 1.49016
H -0.47334 -5.61688 3.84896
H -2.53371 -0.30155 2.27023
C 5.94386 0.84748 -1.89046
H 5.15202 1.61928 -0.00785
H -1.35710 -0.83583 4.38989
C 2.78428 3.29976 -3.60011
C -2.19585 3.01431 -0.55590
H 2.08585 3.83408 -4.23510
O -2.25246 -4.66054 3.70509
H -1.12240 -5.05439 5.39925
H 5.49610 0.73413 -2.86572
C 4.98485 1.71247 -1.07590
H 0.03162 -2.08073 -2.55111
H -1.83560 -6.48562 4.58877
H -1.93815 3.48003 -2.61491
H -3.37985 -2.61581 -0.14924
H -2.35937 -1.16583 -0.29572
C -3.89867 -2.90718 3.97414
H 4.25141 4.80332 -3.26927
C 4.04191 3.80314 -1.43917
H -1.60696 3.89493 -0.33441
C -2.99352 -1.74589 0.38096
H 3.50789 2.86454 -4.28203

Forces on the atoms, in the same order (eV/Å):
0.0 0.0 0.1
0.0 0.1 0.0
0.0 -0.2 0.1
0.0 0.1 0.0
-0.3 -0.2 0.9
0.5 -0.1 0.2
-0.1 -0.1 -0.2
-0.5 0.0 0.5
1.3 -0.1 -1.3
0.0 0.2 0.1
-0.1 -0.4 -0.9
-0.1 0.1 0.1
-1.4 0.4 3.6
0.0 0.2 -0.3
0.4 -0.1 -0.1
0.1 -0.1 -0.2
-0.7 0.4 0.1
-0.3 0.1 0.1
0.3 -0.1 0.2
0.1 -0.3 -0.1
0.2 -0.1 -0.1
-0.1 0.0 -0.2
0.2 -0.2 -0.1
-0.1 0.0 -0.2
0.0 -0.1 0.1
-1.2 0.0 -1.2
0.0 0.2 0.2
0.2 -0.2 0.3
1.1 0.3 0.0
0.4 -0.3 0.2
0.5 -0.2 -0.1
-0.4 0.3 -0.2
0.0 0.0 0.0
0.4 -0.1 0.4
-0.4 0.0 0.2
0.0 0.0 0.0
0.0 0.0 0.0
-0.6 0.7 0.6
0.1 0.2 0.2
-0.1 0.0 0.0
-0.3 0.2 0.3
-1.0 -0.1 -0.6
-0.2 0.1 -0.1
0.2 0.2 0.2
0.0 0.0 0.0
0.1 -0.3 -0.4
0.5 -0.5 -0.2
0.1 -0.3 -0.1
0.0 0.0 0.1
0.0 0.0 -0.5
0.1 0.0 0.0
-0.1 0.1 -0.1
-0.1 0.1 0.0
0.1 0.1 0.0
0.4 0.1 -2.0
0.4 0.0 0.2
0.2 0.0 0.0
0.4 -0.2 0.1

The calculation puts the LUMO energy at 2.52 eV. The calculation puts the molecular weight at 352.432 u. For the HOMO-LUMO gap, the calculation gives 4.970 eV. The charge is -1. As for the energy: -1402.85420 Ha. Its HOMO energy is -0.090 Ha.

Here are the Löwdin charges for atoms 1 to 6, given in e: 0.125 0.088 0.036 -0.179 -0.346 0.044

***

> energy of number 2 (C16H35N2O8P3S)?

-2764.28178 Ha

***

> Which value of LUMO does entry 2 give?

-0.54 eV

***

> Which of these has the highest molecular weight?

C16H35N2O8P3S